Record 1
{"formula": "C9H36F2NO13S2", "method": "the ωB97M-V functional and the def2-TZVPD basis", "largest_force_ev_per_a": 10.500, "lumo_ev": 2.25, "mol_weight_g_mol": 468.51, "total_charge": -1, "homo_lumo_gap_ev": 9.307, "energy_ev": -65125.77583, "symbols": ["N", "S", "O", "O", "F", "S", "O", "O", "F", "C", "O", "H", "H", "H", "H", "C", "O", "H", "H", "H", "H", "C", "O", "H", "H", "H", "H", "C", "O", "H", "H", "H", "H", "C", "O", "H", "H", "H", "H", "C", "O", "H", "H", "H", "H", "C", "O", "H", "H", "H", "H", "C", "O", "H", "H", "H", "H", "C", "O", "H", "H", "H", "H"], "xyz": [[-1.776894, -0.225402, 0.159602], [-1.319574, -0.755795, -1.164151], [-1.307019, -2.234579, -1.308018], [-0.311940, -0.001841, -1.924096], [-2.637061, -0.379182, -2.025544], [-0.256313, -0.271223, 0.957180], [0.269588, 1.024102, 1.344069], [0.693570, -1.321233, 0.660316], [-0.867711, -0.850782, 2.338508], [-2.852997, 1.610270, 2.976697], [-3.523358, 0.927951, 1.948652], [-3.490932, 1.767208, 3.846472], [-1.951915, 1.091000, 3.303041], [-2.452750, 2.557055, 2.614038], [-2.867616, 0.492143, 1.399405], [0.003838, 4.227866, 2.836896], [0.912712, 4.799655, 3.768959], [0.309940, 3.207914, 2.604316], [-0.993683, 4.226380, 3.276291], [0.004023, 4.787068, 1.901270], [1.603965, 5.377724, 3.437887], [-2.718927, -3.362517, 1.095448], [-3.287081, -2.119287, 1.589630], [-1.652190, -3.385335, 0.872626], [-3.034300, -4.242470, 1.656103], [-3.204302, -3.490160, 0.127860], [-2.783308, -1.414863, 1.175391], [-1.519758, 2.963923, -0.997311], [-2.589126, 2.192129, -0.462218], [-1.138406, 2.487967, -1.900716], [-1.897044, 3.980463, -1.108687], [-0.654610, 3.102935, -0.349018], [-2.267395, 1.339881, -0.159285], [2.105885, 2.576961, -0.705591], [3.274501, 3.296114, -0.977361], [2.338087, 1.632895, -0.212709], [1.460186, 3.265051, -0.159978], [1.546749, 2.312367, -1.603050], [3.662926, 3.582026, -0.147317], [2.853013, 1.943955, 3.395035], [3.892579, 1.132398, 4.044357], [1.910648, 1.938358, 3.942760], [3.162496, 2.986028, 3.475065], [2.608092, 1.606663, 2.387890], [4.604154, 0.956073, 3.424545], [0.223644, -4.998790, -2.021181], [-0.401551, -6.296250, -1.946157], [1.269693, -5.268689, -1.876110], [0.037612, -4.509762, -2.977399], [0.009675, -4.287662, -1.223304], [-0.320710, -6.673398, -1.067058], [2.595063, -2.145127, -1.789930], [3.783257, -1.463850, -2.152269], [1.734505, -1.685094, -2.275646], [2.650182, -3.192083, -2.088148], [2.570770, -2.043309, -0.704961], [3.696802, -1.106709, -3.039158], [-0.646704, -1.889310, -4.724271], [0.535235, -2.625539, -4.448711], [-0.954646, -1.315880, -3.849949], [-0.401086, -1.308416, -5.613277], [-1.473479, -2.551462, -4.981367], [1.230996, -1.976520, -4.576362]], "atomic_forces_ev_per_a": [[3.3, 0.5, 3.9], [-0.4, -4.4, -9.5], [0.4, 3.4, 0.7], [-0.9, -0.9, 2.1], [0.4, -0.1, 0.9], [1.2, -0.2, 4.5], [-1.3, -1.3, -1.2], [-1.5, 1.4, -0.8], [0.1, 0.7, -0.9], [0.8, 0.1, -0.2], [-0.5, -0.1, 0.6], [-0.2, 0.0, -0.2], [-0.1, -0.4, 0.3], [-0.3, 0.5, 0.0], [-0.4, 0.2, 0.2], [0.7, 0.2, -0.4], [0.0, 0.0, 1.1], [-0.2, -0.1, 0.0], [0.1, 0.0, 0.0], [-0.2, 0.1, -0.1], [-0.4, -0.2, -0.6], [-1.4, 0.5, -1.2], [0.6, -1.5, 0.6], [0.1, 0.3, 0.6], [0.1, 0.4, 0.7], [0.2, -0.4, -0.3], [-0.2, -0.2, 0.0], [-0.3, -0.2, 0.4], [0.1, 1.3, -0.1], [-0.1, 0.4, -0.4], [-0.1, -0.1, -0.6], [0.0, -0.4, 0.5], [0.0, 0.4, -0.1], [-0.6, 0.0, 0.3], [1.1, 0.4, -0.9], [-0.3, 0.1, 0.4], [-0.4, -0.6, 0.5], [0.4, 0.2, -0.3], [-0.1, -0.1, 0.0], [0.8, -0.1, 0.6], [-1.3, 0.4, -0.2], [0.3, -0.6, 0.4], [0.1, 0.1, -0.6], [0.3, 0.1, -0.1], [-0.2, 0.1, -0.2], [1.1, -0.9, 0.7], [-1.0, 0.4, -0.4], [0.5, 0.7, -0.5], [0.0, -0.4, 0.1], [-0.7, -0.2, 0.1], [0.1, 0.3, 0.1], [0.2, 0.2, 0.1], [0.7, 0.4, -0.4], [-0.2, -0.1, 0.4], [-0.1, -0.1, 0.1], [-0.5, -0.2, -0.2], [0.0, -0.1, 0.0], [-0.1, -0.1, -0.2], [0.2, -0.3, 0.1], [0.1, 0.3, -0.4], [-0.6, 0.6, 0.1], [0.2, -0.3, 0.0], [0.3, -0.3, 0.2]]}

***

Record 2
{"formula": "C40H45As3N11OS2SeTl", "method": "the ωB97M-V functional and the def2-TZVPD basis", "largest_force_ev_per_a": 0.495, "lumo_ev": 2.82, "mol_weight_g_mol": 1268.12, "total_charge": -2, "homo_lumo_gap_ev": 4.175, "energy_ev": -334877.06753, "symbols": ["Tl", "C", "N", "C", "N", "C", "N", "C", "C", "C", "C", "C", "C", "C", "N", "N", "C", "O", "C", "C", "C", "C", "C", "C", "N", "C", "N", "C", "N", "C", "H", "H", "H", "H", "H", "H", "H", "H", "H", "H", "H", "H", "H", "H", "H", "H", "C", "As", "C", "C", "C", "C", "C", "As", "C", "C", "C", "As", "C", "C", "H", "H", "H", "H", "H", "H", "H", "H", "H", "H", "H", "H", "H", "H", "H", "H", "H", "H", "H", "H", "H", "H", "H", "H", "H", "H", "H", "S", "C", "C", "C", "C", "N", "C", "C", "C", "S", "C", "N", "H", "H", "Se", "C", "N"], "xyz": [[2.060216, -1.101392, 1.399325], [-4.430422, -4.573881, 2.857739], [-3.750370, -3.446098, 3.477804], [-2.802381, -2.619234, 3.001544], [-2.588427, -1.630919, 3.844193], [-3.457375, -1.911727, 4.847092], [-4.192584, -2.990391, 4.671902], [-5.609203, -4.142886, 2.019565], [-6.902761, -4.278151, 2.502148], [-7.986200, -3.811591, 1.761709], [-7.780307, -3.221017, 0.526912], [-6.483776, -3.115524, 0.029432], [-5.408772, -3.564541, 0.775018], [-6.275599, -2.562903, -1.310920], [-7.148352, -2.129111, -2.151065], [-6.430649, -1.776410, -3.302068], [-5.194845, -2.047359, -3.045443], [-5.027984, -2.535871, -1.801959], [-4.025646, -1.973276, -3.919939], [-4.179122, -1.516950, -5.225039], [-3.077300, -1.518655, -6.068955], [-1.851905, -1.993533, -5.613772], [-1.709315, -2.455475, -4.308965], [-0.387051, -3.027558, -3.867026], [-0.243850, -3.125837, -2.434199], [0.366654, -2.249136, -1.623715], [0.345588, -2.692977, -0.384648], [-0.329302, -3.861089, -0.493035], [-0.711821, -4.175451, -1.713231], [-2.798258, -2.421327, -3.461279], [-4.773930, -5.192960, 3.683506], [-3.709683, -5.145264, 2.273893], [-2.290831, -2.777729, 2.063515], [-3.549289, -1.303776, 5.732954], [-7.062146, -4.722928, 3.477279], [-8.990625, -3.904731, 2.153537], [-8.605054, -2.857494, -0.071087], [-4.405486, -3.464550, 0.374520], [-5.148221, -1.171620, -5.559290], [-3.175301, -1.156720, -7.083964], [-0.991332, -2.001444, -6.273024], [0.437317, -2.404367, -4.223627], [-0.255885, -4.026103, -4.285911], [0.860368, -1.364163, -1.993863], [-0.478271, -4.526682, 0.343162], [-2.694237, -2.788526, -2.447511], [5.011488, 2.015574, -0.451434], [3.142245, 2.140761, 0.100820], [3.492591, 2.488211, 2.002074], [2.937543, 4.006036, -0.571568], [1.568908, 4.714360, -0.555382], [1.584245, 5.783736, -1.656353], [0.427407, 3.736218, -0.890756], [-0.246155, 2.604733, 0.586967], [-1.327184, 1.464524, -0.588933], [-1.747305, 3.755214, 1.151935], [1.288313, 5.369691, 0.811143], [2.206813, 7.055119, 1.275079], [1.175544, 7.321757, 2.925553], [3.802590, 6.361258, 2.182877], [5.567091, 2.916463, -0.183435], [5.056793, 1.848484, -1.527068], [5.450245, 1.147782, 0.041399], [4.131879, 3.361563, 2.131797], [3.984658, 1.607018, 2.422184], [2.552983, 2.624205, 2.539835], [3.252193, 3.901765, -1.615709], [3.687286, 4.639662, -0.088520], [1.625237, 5.302252, -2.636062], [2.451966, 6.440830, -1.565420], [0.685164, 6.407103, -1.616637], [0.767010, 3.040655, -1.663687], [-0.432445, 4.281493, -1.293350], [-2.043061, 2.067832, -1.150686], [-1.855193, 0.718746, 0.005230], [-0.668776, 0.949401, -1.287065], [-2.154732, 4.323452, 0.313114], [-1.437143, 4.439276, 1.940815], [-2.525109, 3.102574, 1.550613], [1.480831, 4.657558, 1.619562], [0.226253, 5.635288, 0.864660], [0.159580, 7.629185, 2.677475], [1.639567, 8.103603, 3.526756], [1.138369, 6.397842, 3.505122], [4.568553, 6.087277, 1.459798], [3.554106, 5.488970, 2.786285], [4.200887, 7.146062, 2.827436], [4.085244, -1.291239, 3.698336], [4.916951, -2.131791, 2.412224], [6.194721, -1.699940, 2.022480], [6.952676, -2.332954, 1.047654], [8.262010, -1.827933, 0.729943], [9.306916, -1.406491, 0.489555], [6.421546, -3.458025, 0.402384], [5.145349, -3.882920, 0.742497], [4.357483, -3.256516, 1.715677], [2.738767, -3.864358, 2.017044], [7.182255, -4.188967, -0.575045], [7.796950, -4.784111, -1.346543], [6.610200, -0.838451, 2.529239], [4.725610, -4.736652, 0.227155], [2.838427, -0.342681, -3.896971], [3.336305, -0.765944, -2.192562], [3.591078, -0.995229, -1.082746]], "atomic_forces_ev_per_a": [[0.1, -0.2, 0.4], [0.1, 0.0, 0.1], [-0.1, 0.0, 0.0], [0.0, 0.0, 0.0], [-0.1, -0.2, 0.0], [-0.1, 0.1, 0.0], [0.1, 0.1, -0.1], [0.0, 0.0, 0.1], [-0.1, 0.1, 0.0], [0.1, 0.0, 0.0], [0.0, -0.1, 0.1], [-0.2, 0.1, -0.3], [0.3, 0.0, 0.0], [-0.4, -0.1, 0.3], [0.2, 0.2, -0.3], [-0.1, -0.2, 0.3], [0.0, 0.1, -0.4], [0.4, -0.1, 0.2], [-0.4, 0.1, -0.1], [0.2, 0.0, -0.1], [0.0, -0.1, 0.2], [-0.1, 0.1, 0.0], [0.1, 0.0, -0.2], [0.2, 0.0, 0.0], [0.0, 0.1, 0.0], [0.2, -0.2, 0.1], [-0.4, 0.1, -0.1], [0.2, -0.1, 0.1], [0.0, 0.1, -0.1], [0.0, -0.2, 0.2], [0.0, -0.1, 0.0], [0.0, 0.1, 0.0], [0.0, 0.0, 0.0], [0.0, 0.0, 0.0], [0.0, 0.0, 0.0], [0.0, 0.0, 0.0], [0.0, 0.0, 0.0], [0.0, 0.0, 0.0], [0.0, 0.0, 0.0], [0.0, 0.0, 0.0], [0.0, 0.0, 0.0], [0.0, 0.0, 0.0], [0.0, 0.0, 0.0], [0.0, 0.1, 0.0], [0.0, 0.0, 0.0], [0.0, 0.0, -0.1], [0.0, -0.1, 0.0], [-0.2, 0.1, 0.0], [0.0, -0.1, 0.0], [0.0, 0.1, 0.0], [0.0, 0.0, 0.0], [0.0, 0.0, 0.0], [0.1, -0.1, 0.0], [0.1, -0.1, 0.0], [0.0, 0.0, 0.0], [-0.1, 0.0, 0.0], [0.0, 0.0, 0.0], [0.1, 0.0, 0.0], [0.0, 0.0, 0.0], [0.0, 0.0, 0.0], [0.0, 0.0, 0.0], [0.0, 0.0, 0.0], [0.0, 0.0, 0.0], [0.0, 0.0, 0.0], [0.0, 0.0, 0.0], [0.0, 0.0, 0.0], [0.0, 0.0, 0.0], [0.0, 0.0, 0.0], [0.0, 0.0, 0.0], [0.0, 0.0, 0.0], [0.0, 0.0, 0.0], [0.0, 0.0, 0.0], [0.0, 0.0, 0.0], [0.0, 0.0, 0.0], [0.0, 0.0, 0.0], [0.0, 0.0, 0.0], [0.0, 0.0, 0.0], [0.0, 0.0, 0.0], [0.0, 0.0, 0.0], [0.0, 0.0, 0.0], [0.0, 0.0, 0.0], [0.0, 0.0, 0.0], [0.0, 0.0, 0.0], [0.0, 0.0, 0.0], [0.0, 0.0, 0.0], [0.0, 0.0, 0.0], [0.0, 0.0, 0.0], [0.0, 0.1, -0.3], [0.0, -0.1, 0.0], [0.0, 0.0, 0.1], [0.2, 0.1, 0.0], [-0.2, -0.1, 0.0], [0.0, 0.0, 0.0], [0.1, -0.2, -0.1], [-0.1, -0.1, 0.0], [0.1, 0.0, 0.1], [0.1, 0.2, -0.1], [-0.1, 0.2, 0.1], [0.0, 0.0, 0.0], [0.0, 0.0, 0.0], [0.0, 0.0, 0.0], [-0.1, 0.0, 0.1], [-0.1, 0.1, 0.0], [0.0, -0.1, -0.1]]}

***

Record 3
{"formula": "C5H9NO", "method": "the ωB97M-V functional and the def2-TZVPD basis", "largest_force_ev_per_a": 1.672, "lumo_ev": [0.90, 1.01], "mol_weight_g_mol": 99.13, "total_charge": 0, "homo_lumo_gap_ev": [6.973, 7.748], "energy_ev": -8865.42629, "symbols": ["C", "C", "C", "N", "C", "C", "O", "H", "H", "H", "H", "H", "H", "H", "H", "H"], "xyz": [[-1.073515, 1.750126, 0.295430], [-1.275072, -1.670730, -0.256108], [1.848670, -0.234631, 0.337774], [0.291441, 1.655884, 0.023016], [-0.701753, -0.403089, 0.289798], [0.538248, 0.246139, -0.283156], [-1.571341, 0.582386, 0.581858], [0.683005, 2.352212, -0.594983], [-1.509972, 2.635352, 0.717989], [0.537904, 0.138994, -1.417686], [-2.187864, -1.918072, 0.279729], [-1.517745, -1.588515, -1.322521], [-0.561524, -2.482328, -0.139079], [2.699574, 0.274143, -0.110724], [1.843868, -0.031311, 1.406307], [1.956075, -1.306560, 0.192355]], "atomic_forces_ev_per_a": [[0.6, 1.5, -0.3], [0.1, 0.5, 0.4], [-0.2, 0.0, -0.3], [-0.7, -0.1, 0.5], [0.8, -0.6, 0.1], [0.2, -0.2, -0.9], [-0.9, -0.5, -0.2], [-0.1, -0.1, 0.1], [-0.2, 0.1, 0.2], [0.3, -0.3, 0.7], [-0.1, -0.1, 0.0], [0.0, 0.1, -0.2], [0.0, -0.1, 0.0], [0.1, 0.0, -0.1], [-0.1, 0.0, 0.0], [0.1, -0.1, -0.1]]}